Entry 1:
Below is C25H33N4O3Pd as an isolated structure at a distorted geometry, with properties calculated with wB97M-V/def2-TZVPD.

Structure (XYZ):
```
66
Properties=species:S:1:pos:R:3:forces:R:3
Pd 3.626843 0.657147 15.348367 -0.3 -1.9 -0.3
O 5.580612 0.986737 13.936381 0.7 -0.6 1.4
O 5.454798 -0.424439 18.193347 1.1 0.4 -1.2
O 1.553908 0.665036 14.919665 -0.3 0.5 -1.4
N 7.499240 -0.194128 17.268808 2.8 -0.5 -1.8
N 1.521666 2.436481 13.471499 0.4 0.6 -0.2
N 5.530693 0.497979 16.133605 1.9 -0.8 -1.4
N 3.498473 2.465577 16.200167 -0.3 0.1 2.3
C 2.577266 -2.616488 14.285354 1.0 -0.2 -0.5
C 3.677684 -1.193755 12.495481 -0.8 -0.5 0.0
C 2.654609 -3.257494 15.594458 -0.4 0.6 -1.9
C 1.452044 -3.804257 16.222089 -1.2 -0.8 0.7
C 2.230234 4.440013 16.006818 0.0 -0.7 -0.4
C 3.739267 -2.205253 13.618073 -1.7 0.6 0.9
C 2.804972 3.011823 13.940666 -0.1 -0.6 -0.3
C 3.926867 -3.342257 16.177504 2.2 0.3 0.7
C 2.123241 4.453349 17.385133 -0.7 0.7 0.3
C 4.998564 -2.637097 14.117313 0.5 -0.3 -0.6
C 8.233702 -0.031072 16.132228 -0.3 0.3 2.1
C 0.946119 1.378431 14.050647 0.2 0.8 0.8
C 1.273675 -2.543624 13.591449 -1.4 0.0 -0.3
C 7.646824 0.465952 15.005059 0.9 0.1 -1.7
C 8.144238 -0.763394 18.455794 -0.1 -0.6 0.4
C 6.204445 -2.524274 13.248275 1.1 -0.5 -0.3
C 6.236821 0.655090 14.963986 -2.4 0.9 0.2
C 2.819077 3.300163 15.444042 0.2 2.0 -0.7
C 4.047141 -3.405940 17.676465 -0.1 0.4 0.4
C 6.119681 -0.064550 17.212461 -3.1 0.1 2.0
C 3.493119 2.504237 17.581331 -0.6 1.2 -1.2
C 6.398906 -3.604795 16.006963 0.9 0.2 -1.1
C -0.504918 1.223872 13.779137 -0.8 0.8 -0.7
C 2.768859 3.523568 18.201026 0.1 -1.2 -0.8
C 5.090408 -3.213314 15.387007 -1.1 -0.3 1.9
H 6.853361 -2.820802 16.622565 -0.2 0.0 0.0
H 8.216062 0.682665 14.094258 -0.1 -0.1 0.4
H 4.011350 1.708460 18.116038 -0.1 0.2 -0.2
H 4.533070 -0.557717 12.599272 0.4 0.5 -0.2
H 0.792978 -3.568724 13.578191 0.4 1.2 0.1
H 7.060134 -1.990463 13.727723 -0.6 -0.2 -0.1
H 3.705408 -1.643133 11.509674 0.1 -0.2 -0.3
H 3.627092 2.333273 13.682142 -0.1 0.2 0.0
H 9.057840 -1.312013 18.177276 -0.5 0.2 0.0
H 0.587724 -1.800909 14.080036 0.4 -0.8 -0.3
H 1.421597 5.183512 17.801559 0.6 -0.1 0.2
H 1.013600 2.991689 12.754212 0.3 -0.8 1.0
H 2.748827 -0.591713 12.516003 0.5 -0.3 0.2
H -0.872432 0.389797 14.364025 -0.3 -0.1 -0.2
H 7.138798 -3.843309 15.217570 -0.4 0.1 0.5
H 1.390379 -2.240075 12.541935 -0.1 -0.2 0.4
H 9.293601 -0.214785 16.223091 0.1 -0.1 -0.1
H -0.692812 1.120847 12.663456 0.1 -0.1 1.4
H 7.379307 -1.387194 18.921591 0.4 -0.1 0.1
H 6.320064 -4.481905 16.618122 -0.2 -0.4 0.4
H 2.613314 3.461279 19.262763 0.1 0.3 0.3
H 4.284069 -4.376471 18.103778 0.2 -0.3 -0.2
H 3.112287 -3.113618 18.161215 0.0 0.0 -0.2
H 2.993352 3.879100 13.319184 -0.1 0.4 0.2
H 4.791681 -2.668862 18.039245 -0.2 -0.6 -0.3
H 8.422551 -0.013911 19.192767 -0.1 0.4 -0.1
H 1.687238 -4.541025 17.000258 0.2 0.2 -0.1
H 0.836076 -3.040460 16.767455 0.4 -0.3 -0.6
H -1.030369 2.180857 14.119440 0.7 -1.3 -0.4
H 6.644757 -3.562472 13.065255 -0.7 1.2 0.1
H 6.000439 -2.036223 12.283156 0.1 -0.4 0.4
H 1.800995 5.231146 15.378543 0.0 -0.5 0.3
H 0.770970 -4.336948 15.509283 0.6 0.7 0.4
```
Forces are in eV/Å.

The total charge is +3. The value obtained for the orbital gap (spin up / spin down) is 8.1 / 4.4 eV. The HOMO energy (spin up / spin down) comes out at -17.4 / -17.4 eV. The multiplicity is 5.



Entry 2:
Below is one molecule with the formula C25H33N5O4S, with properties calculated with wB97M-V/def2-TZVPD.

Structure (XYZ):
```
68
Properties=species:S:1:pos:R:3:forces:R:3
S 0.473361 -0.612241 5.059836 0.6 0.0 0.1
O -1.409285 2.107609 0.203820 -0.1 0.2 0.1
O 4.892307 -3.500720 0.216024 0.1 0.0 -0.1
O 2.893798 1.483206 2.744536 0.1 0.0 0.0
O -2.130868 -0.809736 0.142291 -0.1 -0.1 0.4
N 0.638311 1.375285 2.771821 -0.3 0.0 -0.1
N -2.891423 0.402041 -1.616286 -0.2 0.0 -0.3
N 0.287280 0.702696 -0.217091 -0.1 -0.2 -0.3
N -0.377840 2.863883 -3.877929 -0.1 0.6 -0.1
N 2.470139 -2.178048 0.795665 0.1 -0.1 0.0
C -0.472435 0.098533 -1.311939 -0.4 0.2 0.4
C 1.866453 1.050421 3.241554 0.0 0.2 -0.1
C -5.187679 2.566561 -1.862617 -0.2 -0.1 0.1
C 0.002199 0.129885 -3.772162 -0.1 0.2 0.1
C -0.072271 2.183396 -4.968530 0.1 -0.3 -0.2
C -0.304246 1.677379 0.497500 0.3 0.3 0.3
C -5.191697 0.217657 -2.447596 -0.1 0.0 0.0
C -4.664283 1.801776 -0.651222 0.1 0.0 0.0
C 1.555164 0.074592 0.079481 0.3 -0.4 0.3
C -6.005266 1.509541 -2.601908 0.0 0.1 -0.1
C 0.452693 2.290397 1.675021 0.0 0.3 -0.1
C -0.494083 2.212483 -2.735688 0.1 -0.2 0.3
C 2.667322 -2.828428 -0.484805 0.2 -0.2 0.1
C 3.022644 -0.310215 5.018084 -0.3 0.3 -0.3
C 4.703604 -2.829931 1.441350 0.0 0.4 0.2
C 2.753470 -1.219339 6.057294 -0.1 -0.1 0.1
C -1.936334 -0.110190 -0.828989 0.4 -0.2 -0.5
C 3.665311 -3.972261 -0.286423 -0.3 0.0 -0.3
C -4.286065 0.424356 -1.217437 0.0 -0.2 0.2
C 3.733476 -1.658048 1.287720 0.2 -0.4 0.1
C 1.368030 -1.251154 0.861289 0.0 0.2 -0.1
C -0.316772 0.833033 -2.613342 0.2 -0.1 -0.3
C 1.891883 0.119026 4.375995 -0.1 -0.4 0.5
C 0.128509 0.811106 -4.970468 0.0 0.0 0.0
C 1.424816 -1.475001 6.193662 -0.3 0.1 -0.2
H -3.805447 2.273134 -0.177563 0.0 0.0 0.1
H -5.783497 3.433999 -1.584232 0.1 0.1 0.0
H 1.713663 -3.232867 -0.831003 0.0 0.0 0.0
H 0.012086 2.766103 -5.875963 0.0 0.0 -0.1
H 4.305438 -3.530247 2.190953 0.0 0.1 0.0
H 0.474541 -1.764822 0.495869 0.0 0.1 0.1
H 2.049611 -0.131418 -0.875335 0.0 0.1 0.1
H -2.623777 1.108271 -2.286270 0.1 -0.1 0.1
H 4.174227 -0.920008 0.597797 0.0 0.0 0.0
H 3.069260 -2.142552 -1.251742 0.0 0.0 0.0
H 1.198662 -1.024628 1.915992 -0.1 0.0 -0.1
H 2.192391 0.753033 0.644785 0.0 0.0 -0.1
H 0.149598 -0.941052 -3.733333 0.0 -0.1 0.0
H -0.142795 3.149826 2.003366 0.1 -0.1 -0.2
H 3.232070 -4.704290 0.411488 0.0 0.0 -0.1
H -4.395839 -0.366114 -0.472635 0.0 0.1 -0.1
H -0.191014 0.984280 3.191332 0.1 0.0 0.0
H 3.890602 -4.461508 -1.235824 -0.1 0.0 0.1
H 1.443263 2.639753 1.369542 -0.2 0.0 0.0
H 0.939582 -2.122946 6.896658 -0.1 -0.1 0.2
H 3.511790 -1.664067 6.675757 0.1 -0.1 0.1
H -4.357437 2.907785 -2.483658 0.1 0.1 -0.1
H 3.572499 -1.178921 2.253665 0.0 0.1 0.0
H -6.976310 1.398134 -2.117661 -0.1 0.0 0.0
H -0.751496 2.818115 -1.878269 0.0 0.0 0.1
H -6.175167 1.765425 -3.646693 -0.1 0.0 0.0
H -5.837896 -0.649628 -2.325351 0.0 -0.1 -0.1
H 0.378136 0.290095 -5.881606 0.0 0.0 -0.1
H 4.003723 0.030671 4.740961 0.1 0.1 -0.1
H -0.083604 -0.917711 -1.444951 -0.1 0.1 0.0
H 5.688933 -2.480704 1.753295 -0.1 0.0 0.0
H -4.569473 0.046074 -3.326898 0.0 -0.1 0.0
H -5.456542 1.689233 0.089019 -0.1 0.0 0.0
```
Forces are in eV/Å.

The value obtained for the orbital gap is 8.6 eV. As for the SMILES: O=C(NCC(=O)N(CCN1CCOCC1)[C@@H](C(=O)NC1CCCC1)c1cccnc1)c1cccs1. The HOMO energy comes out at -8.4 eV.